# 1
{"formula": "C71H204N16O23", "method": "ωB97M-V with the def2-TZVPD basis set", "species": ["C", "C", "C", "O", "C", "N", "H", "H", "H", "H", "H", "H", "H", "H", "H", "H", "H", "C", "C", "C", "O", "C", "N", "H", "H", "H", "H", "H", "H", "H", "H", "H", "H", "H", "C", "C", "C", "O", "C", "N", "H", "H", "H", "H", "H", "H", "H", "H", "H", "H", "H", "C", "C", "C", "O", "C", "N", "H", "H", "H", "H", "H", "H", "H", "H", "H", "H", "H", "C", "C", "C", "O", "C", "N", "H", "H", "H", "H", "H", "H", "H", "H", "H", "H", "H", "C", "C", "C", "O", "C", "N", "H", "H", "H", "H", "H", "H", "H", "H", "H", "H", "H", "C", "C", "C", "O", "C", "N", "H", "H", "H", "H", "H", "H", "H", "H", "H", "H", "H", "C", "C", "C", "O", "C", "N", "H", "H", "H", "H", "H", "H", "H", "H", "H", "H", "H", "C", "C", "C", "O", "C", "N", "H", "H", "H", "H", "H", "H", "H", "H", "H", "H", "H", "C", "C", "C", "O", "C", "N", "H", "H", "H", "H", "H", "H", "H", "H", "H", "H", "H", "C", "C", "C", "O", "C", "N", "H", "H", "H", "H", "H", "H", "H", "H", "H", "H", "H", "C", "C", "C", "O", "C", "N", "H", "H", "H", "H", "H", "H", "H", "H", "H", "H", "H", "C", "C", "C", "O", "C", "N", "H", "H", "H", "H", "H", "H", "H", "H", "H", "H", "H", "C", "C", "C", "O", "C", "N", "H", "H", "H", "H", "H", "H", "H", "H", "H", "H", "H", "C", "C", "C", "O", "C", "N", "H", "H", "H", "H", "H", "H", "H", "H", "H", "H", "H", "C", "C", "C", "O", "C", "N", "H", "H", "H", "H", "H", "H", "H", "H", "H", "H", "H", "C", "O", "H", "H", "H", "H", "C", "O", "H", "H", "H", "H", "C", "O", "H", "H", "H", "H", "C", "O", "H", "H", "H", "H", "C", "O", "H", "H", "H", "H", "C", "O", "H", "H", "H", "H", "C", "O", "H", "H", "H", "H"], "coordinates": [[-19.922, 26.156, -10.072], [-20.803, 27.365, -9.450], [-21.466, 26.892, -8.200], [-22.304, 25.770, -8.503], [-22.701, 25.060, -7.294], [-19.830, 28.436, -9.190], [-20.480, 25.229, -10.202], [-19.054, 25.918, -9.458], [-19.539, 26.505, -11.032], [-21.559, 27.766, -10.124], [-22.127, 27.644, -7.771], [-20.713, 26.675, -7.443], [-23.258, 24.182, -7.621], [-23.338, 25.619, -6.609], [-21.864, 24.783, -6.654], [-19.677, 28.983, -10.025], [-20.216, 29.089, -8.523], [-12.987, 21.770, -21.183], [-13.667, 22.312, -22.431], [-14.028, 23.787, -22.259], [-14.825, 24.082, -21.153], [-14.899, 25.481, -20.940], [-12.877, 22.176, -23.616], [-12.158, 22.418, -20.900], [-12.518, 20.826, -21.461], [-13.638, 21.657, -20.317], [-14.543, 21.686, -22.600], [-14.513, 24.056, -23.197], [-13.148, 24.431, -22.250], [-15.567, 25.732, -20.117], [-15.222, 26.021, -21.829], [-13.941, 25.896, -20.624], [-12.056, 22.727, -23.412], [-12.533, 21.237, -23.757], [-22.566, 27.214, -14.885], [-22.580, 25.717, -15.090], [-21.588, 25.249, -16.200], [-22.065, 25.542, -17.492], [-21.185, 25.182, -18.563], [-22.405, 24.963, -13.855], [-21.703, 27.489, -14.278], [-23.487, 27.485, -14.369], [-22.390, 27.705, -15.842], [-23.589, 25.538, -15.460], [-21.484, 24.167, -16.121], [-20.643, 25.744, -15.978], [-20.789, 24.169, -18.491], [-20.326, 25.848, -18.652], [-21.781, 25.143, -19.475], [-22.608, 23.992, -14.043], [-23.061, 25.279, -13.155], [-21.072, 31.632, -15.758], [-22.348, 32.489, -15.824], [-23.410, 32.045, -16.890], [-22.890, 31.871, -18.206], [-22.314, 33.088, -18.766], [-22.903, 32.434, -14.492], [-20.401, 31.677, -16.616], [-21.255, 30.586, -15.512], [-20.433, 32.018, -14.965], [-22.011, 33.508, -16.015], [-24.244, 32.734, -17.025], [-23.918, 31.125, -16.601], [-22.037, 32.920, -19.807], [-21.477, 33.522, -18.219], [-23.068, 33.875, -18.794], [-23.133, 31.499, -14.188], [-22.219, 32.742, -13.816], [-28.174, 26.507, -11.977], [-28.668, 25.087, -11.876], [-27.973, 24.222, -10.757], [-26.770, 23.741, -11.293], [-26.321, 22.425, -10.870], [-30.120, 25.051, -11.689], [-28.363, 27.192, -11.150], [-28.694, 27.002, -12.797], [-27.090, 26.501, -12.090], [-28.481, 24.662, -12.862], [-28.612, 23.385, -10.476], [-27.803, 24.846, -9.879], [-26.201, 22.551, -9.794], [-25.356, 22.103, -11.260], [-27.076, 21.670, -11.090], [-30.507, 25.485, -12.514], [-30.402, 24.087, -11.801], [-25.827, 18.524, -18.509], [-24.378, 18.604, -18.011], [-23.631, 19.893, -18.403], [-24.464, 21.025, -18.339], [-23.802, 22.286, -18.499], [-24.367, 18.508, -16.542], [-25.987, 19.010, -19.472], [-26.412, 19.083, -17.780], [-26.273, 17.530, -18.553], [-23.785, 17.770, -18.385], [-23.172, 19.847, -19.390], [-22.819, 20.024, -17.688], [-22.959, 22.316, -17.809], [-24.438, 23.158, -18.348], [-23.321, 22.372, -19.473], [-23.393, 18.630, -16.302], [-24.892, 19.292, -16.182], [-24.018, 21.490, -14.226], [-25.383, 21.793, -14.749], [-25.540, 23.308, -15.111], [-26.982, 23.597, -15.266], [-27.329, 24.952, -15.492], [-25.596, 20.901, -15.852], [-23.677, 22.133, -13.415], [-23.326, 21.681, -15.045], [-23.937, 20.456, -13.889], [-26.064, 21.513, -13.945], [-24.917, 23.634, -15.944], [-25.124, 23.874, -14.277], [-28.411, 25.083, -15.477], [-27.014, 25.183, -16.510], [-26.828, 25.668, -14.840], [-26.553, 21.132, -16.077], [-24.992, 21.052, -16.648], [-19.980, 24.907, -24.371], [-20.920, 25.207, -23.235], [-20.259, 26.031, -22.150], [-19.326, 25.192, -21.424], [-18.337, 25.930, -20.697], [-22.069, 25.878, -23.801], [-20.516, 24.474, -25.216], [-19.264, 24.132, -24.098], [-19.435, 25.768, -24.757], [-21.219, 24.218, -22.887], [-20.993, 26.438, -21.456], [-19.784, 26.887, -22.629], [-18.083, 25.388, -19.786], [-18.662, 26.950, -20.492], [-17.496, 25.961, -21.388], [-22.522, 25.330, -24.518], [-21.799, 26.704, -24.316], [-23.594, 19.863, -7.857], [-22.981, 19.610, -9.279], [-22.181, 20.718, -9.918], [-23.111, 21.674, -10.472], [-22.538, 22.944, -10.828], [-22.116, 18.466, -9.132], [-22.850, 20.279, -7.178], [-24.096, 19.046, -7.339], [-24.279, 20.710, -7.890], [-23.826, 19.308, -9.897], [-21.565, 20.378, -10.751], [-21.539, 21.215, -9.191], [-22.163, 23.471, -9.950], [-23.404, 23.567, -11.051], [-21.830, 22.940, -11.657], [-21.976, 17.892, -9.952], [-22.489, 17.735, -8.543], [-18.723, 24.556, -13.474], [-17.673, 24.253, -12.376], [-16.570, 23.270, -12.873], [-17.062, 22.072, -13.461], [-17.559, 21.182, -12.473], [-17.063, 25.476, -11.917], [-18.238, 24.922, -14.379], [-19.455, 25.298, -13.155], [-19.199, 23.623, -13.775], [-18.150, 23.778, -11.518], [-15.792, 22.967, -12.173], [-16.095, 23.760, -13.722], [-18.521, 21.567, -12.134], [-16.948, 21.016, -11.586], [-17.686, 20.194, -12.916], [-17.787, 26.030, -11.483], [-16.580, 25.100, -11.113], [-21.975, 31.572, -10.771], [-20.692, 32.100, -11.465], [-19.978, 30.987, -12.312], [-19.418, 29.936, -11.535], [-18.573, 29.057, -12.309], [-21.048, 33.231, -12.241], [-21.881, 30.618, -10.253], [-22.829, 31.495, -11.445], [-22.352, 32.222, -9.981], [-20.033, 32.536, -10.714], [-19.215, 31.536, -12.863], [-20.697, 30.436, -12.919], [-17.977, 29.610, -13.035], [-19.145, 28.281, -12.817], [-17.901, 28.484, -11.671], [-21.433, 33.814, -11.511], [-20.282, 33.846, -12.476], [-13.399, 23.793, -17.685], [-14.213, 24.837, -16.850], [-15.757, 24.903, -17.108], [-16.375, 23.609, -16.777], [-17.809, 23.597, -17.101], [-13.957, 24.359, -15.470], [-13.737, 22.760, -17.595], [-12.355, 23.620, -17.425], [-13.448, 23.988, -18.756], [-13.738, 25.798, -17.048], [-16.012, 25.231, -18.115], [-16.078, 25.695, -16.431], [-18.389, 24.277, -16.477], [-18.217, 22.598, -16.953], [-17.896, 23.857, -18.156], [-14.704, 24.783, -14.939], [-14.248, 23.397, -15.568], [-20.048, 20.167, -18.961], [-20.441, 21.004, -20.186], [-19.336, 22.015, -20.659], [-18.225, 21.230, -20.868], [-16.956, 21.916, -20.819], [-20.687, 20.058, -21.282], [-19.078, 19.672, -19.001], [-20.790, 19.393, -18.765], [-20.018, 20.783, -18.062], [-21.381, 21.534, -20.035], [-19.170, 22.785, -19.906], [-19.551, 22.498, -21.612], [-16.212, 21.241, -21.242], [-16.662, 22.171, -19.801], [-16.920, 22.790, -21.469], [-19.755, 19.848, -21.609], [-21.076, 20.650, -22.001], [-24.842, 29.290, -19.308], [-24.248, 28.285, -18.253], [-25.337, 27.300, -17.752], [-26.466, 27.825, -17.110], [-26.278, 28.381, -15.750], [-23.180, 27.567, -18.866], [-25.267, 28.861, -20.216], [-24.074, 29.973, -19.669], [-25.558, 29.985, -18.869], [-23.809, 28.744, -17.368], [-24.892, 26.534, -17.117], [-25.681, 26.772, -18.642], [-27.293, 28.552, -15.392], [-25.611, 29.239, -15.672], [-25.788, 27.648, -15.108], [-23.547, 27.072, -19.665], [-22.919, 26.804, -18.258], [-21.625, 29.675, -21.303], [-20.528, 29.779, -20.217], [-19.554, 30.944, -20.359], [-18.859, 30.926, -21.568], [-18.174, 32.153, -21.813], [-21.169, 29.824, -18.912], [-21.217, 29.629, -22.312], [-22.341, 30.496, -21.305], [-22.120, 28.715, -21.153], [-19.911, 28.882, -20.280], [-18.891, 31.024, -19.497], [-20.218, 31.797, -20.219], [-18.886, 32.905, -22.153], [-17.465, 31.969, -22.620], [-17.596, 32.526, -20.968], [-21.801, 29.036, -18.901], [-21.800, 30.601, -18.771], [-23.722, 22.010, -22.885], [-22.818, 21.340, -23.943], [-23.053, 21.851, -25.357], [-23.027, 23.301, -25.304], [-23.425, 23.922, -26.492], [-21.486, 21.738, -23.594], [-23.458, 23.056, -22.732], [-23.577, 21.525, -21.920], [-24.741, 21.842, -23.232], [-22.880, 20.252, -23.919], [-24.049, 21.655, -25.756], [-22.289, 21.567, -26.080], [-22.849, 23.770, -27.405], [-23.332, 25.002, -26.379], [-24.480, 23.668, -26.600], [-20.819, 21.326, -24.231], [-21.516, 22.707, -23.877], [-14.851, 27.398, -13.884], [-16.164, 27.045, -14.119], [-14.800, 28.446, -13.590], [-14.382, 26.765, -13.131], [-14.282, 27.406, -14.814], [-16.532, 26.543, -13.388], [-15.534, 28.145, -18.001], [-14.512, 27.791, -18.822], [-16.428, 27.528, -18.096], [-15.230, 28.062, -16.958], [-15.755, 29.192, -18.212], [-13.746, 28.335, -18.623], [-24.612, 26.319, -11.360], [-24.687, 25.241, -12.304], [-23.565, 26.614, -11.278], [-25.080, 27.286, -11.543], [-24.965, 25.845, -10.444], [-25.369, 24.603, -12.082], [-20.716, 20.656, -14.956], [-21.225, 19.572, -15.698], [-20.951, 21.622, -15.403], [-21.112, 20.609, -13.941], [-19.630, 20.583, -14.996], [-20.823, 18.737, -15.448], [-24.558, 24.990, -20.837], [-24.080, 26.215, -21.299], [-25.416, 25.127, -20.178], [-24.782, 24.412, -21.734], [-23.783, 24.373, -20.383], [-23.440, 26.091, -22.004], [-19.270, 28.612, -16.199], [-18.896, 29.195, -17.419], [-18.610, 27.751, -16.097], [-18.976, 29.367, -15.470], [-20.335, 28.396, -16.116], [-19.624, 29.509, -17.960], [-26.468, 30.500, -11.907], [-26.891, 29.254, -11.326], [-26.251, 30.495, -12.975], [-27.272, 31.233, -11.834], [-25.584, 30.857, -11.377], [-27.245, 29.326, -10.436]], "homo_ev": -7.99, "total_energy_ev": -147854.92360, "total_charge": 0}

# 2
{"formula": "C71H55Cl4N2O2P2ReS2", "method": "ωB97M-V with the def2-TZVPD basis set", "species": ["Re", "O", "S", "C", "C", "C", "C", "C", "C", "C", "C", "C", "C", "P", "C", "C", "C", "C", "C", "C", "C", "C", "C", "C", "C", "C", "C", "C", "C", "C", "C", "C", "C", "C", "C", "C", "C", "C", "P", "C", "C", "C", "C", "C", "C", "C", "C", "C", "C", "C", "C", "C", "C", "H", "H", "H", "H", "H", "H", "H", "H", "H", "H", "H", "H", "H", "H", "H", "H", "H", "H", "H", "H", "H", "H", "H", "H", "H", "H", "H", "H", "H", "H", "H", "H", "H", "H", "H", "H", "Cl", "C", "C", "C", "C", "C", "C", "N", "C", "C", "N", "C", "O", "C", "C", "C", "Cl", "S", "C", "C", "C", "Cl", "C", "H", "H", "H", "H", "H", "H", "H", "H", "H", "H", "H", "H", "H", "Cl", "C", "C", "C", "C", "C", "C", "C", "H", "H", "H", "H", "H", "H"], "coordinates": [[-0.069, -0.573, 0.030], [-1.697, -2.237, -0.872], [-0.541, -2.804, -0.059], [-1.260, -3.681, 1.277], [-2.103, -4.714, 0.898], [-2.813, -5.486, 1.825], [-2.657, -5.193, 3.153], [-3.252, -5.837, 4.378], [-2.760, -4.968, 5.563], [-1.845, -3.948, 4.936], [-1.104, -2.941, 5.489], [-0.411, -2.085, 4.621], [-0.397, -2.215, 3.239], [0.402, -0.827, 2.383], [-0.413, 0.581, 3.212], [0.254, 1.586, 3.904], [-0.467, 2.640, 4.455], [-1.844, 2.697, 4.311], [-2.515, 1.690, 3.625], [-1.803, 0.638, 3.074], [2.142, -0.816, 2.909], [2.916, 0.303, 2.583], [4.230, 0.402, 3.016], [4.796, -0.634, 3.746], [4.049, -1.768, 4.035], [2.723, -1.862, 3.622], [-1.114, -3.294, 2.642], [-1.832, -4.115, 3.537], [0.217, -4.072, -1.022], [0.486, -5.318, -0.493], [0.867, -6.409, -1.296], [0.917, -6.226, -2.652], [1.196, -7.186, -3.781], [0.995, -6.352, -5.074], [0.759, -4.943, -4.589], [0.601, -3.759, -5.258], [0.442, -2.587, -4.498], [0.349, -2.569, -3.114], [0.369, -0.918, -2.359], [-1.081, -0.041, -3.010], [-1.132, 1.357, -2.972], [-2.257, 2.027, -3.422], [-3.360, 1.306, -3.865], [-3.330, -0.082, -3.872], [-2.194, -0.758, -3.455], [1.849, -0.239, -3.187], [3.042, -0.927, -2.948], [4.221, -0.539, -3.562], [4.225, 0.551, -4.424], [3.041, 1.224, -4.687], [1.853, 0.827, -4.082], [0.409, -3.802, -2.412], [0.687, -4.940, -3.184], [-2.220, -4.928, -0.157], [-3.457, -6.284, 1.481], [-2.907, -6.869, 4.467], [-4.339, -5.877, 4.314], [-2.246, -5.555, 6.324], [-3.590, -4.468, 6.064], [-1.067, -2.774, 6.558], [0.135, -1.259, 5.064], [1.326, 1.548, 4.037], [0.054, 3.413, 5.005], [-2.400, 3.518, 4.743], [-3.594, 1.720, 3.532], [-2.331, -0.158, 2.555], [2.470, 1.113, 2.014], [4.812, 1.287, 2.789], [5.816, -0.554, 4.101], [4.490, -2.578, 4.601], [2.146, -2.745, 3.863], [0.365, -5.479, 0.570], [1.064, -7.369, -0.837], [0.538, -8.054, -3.738], [2.217, -7.566, -3.709], [0.130, -6.700, -5.641], [1.851, -6.410, -5.745], [0.629, -3.701, -6.338], [0.400, -1.643, -5.031], [-0.289, 1.923, -2.590], [-2.276, 3.109, -3.424], [-4.245, 1.831, -4.201], [-4.195, -0.642, -4.203], [-2.170, -1.838, -3.474], [3.033, -1.809, -2.312], [5.134, -1.096, -3.386], [5.143, 0.860, -4.908], [3.034, 2.056, -5.379], [0.937, 1.336, -4.340], [-3.072, 5.444, -6.331], [-3.090, 5.411, -4.607], [-1.969, 5.802, -3.896], [-2.005, 5.749, -2.511], [-3.127, 5.308, -1.814], [-3.077, 5.303, -0.302], [-3.189, 3.896, 0.309], [-1.915, 3.168, 0.295], [-0.676, 3.632, 0.688], [0.178, 2.589, 0.571], [-0.521, 1.484, 0.112], [-1.781, 1.888, -0.042], [-4.112, 6.088, 0.241], [-3.686, 7.268, 0.922], [-2.966, 6.986, 2.209], [-1.614, 6.982, 2.384], [-0.408, 7.360, 1.212], [-1.146, 6.635, 3.997], [-2.783, 6.465, 4.471], [-3.634, 6.676, 3.436], [-4.244, 4.934, -2.562], [-5.702, 4.379, -1.804], [-4.232, 4.986, -3.947], [-1.090, 6.152, -4.420], [-1.134, 6.071, -1.950], [-2.106, 5.723, -0.028], [-3.908, 3.297, -0.243], [-3.542, 4.002, 1.335], [-0.511, 4.640, 1.032], [1.233, 2.555, 0.780], [-2.596, 1.273, -0.391], [-4.607, 7.807, 1.132], [-3.069, 7.886, 0.264], [-3.026, 6.265, 5.504], [-4.711, 6.645, 3.530], [-5.115, 4.704, -4.505], [9.555, -0.615, 0.020], [7.876, -0.623, 0.018], [7.187, 0.494, -0.505], [5.828, 0.484, -0.518], [5.103, -0.647, -0.016], [3.745, -0.673, -0.044], [5.836, -1.757, 0.518], [7.197, -1.744, 0.537], [7.750, 1.335, -0.887], [5.278, 1.327, -0.920], [3.165, 0.161, -0.423], [3.194, -1.538, 0.309], [5.291, -2.605, 0.916], [7.765, -2.572, 0.939]], "relative_energy_ev": 0.000, "s_squared": 1.035, "homo_ev": [-14.11, -14.11], "multiplicity": 2, "total_energy_ev": -174039.20780, "total_charge": 3}